No. 1
Entry from OMol25: C28H41N2NiO2Sb as an isolated structure at a distorted geometry (ωB97M-V/def2-TZVPD).

Geometry as XYZ:
```
75
Properties=species:S:1:pos:R:3:forces:R:3
Ni 9.2689 9.2464 7.2568 2.42 2.18 1.36
O 11.2673 9.6127 7.0414 1.15 -1.15 -0.65
C 12.1250 8.7948 6.5184 -1.37 -0.91 0.39
C 13.5229 9.0808 6.5129 -0.38 0.77 -0.23
C 14.4254 8.2575 5.9227 -0.19 0.12 -0.33
C 14.0271 7.0422 5.3290 0.64 -0.50 0.26
C 12.7222 6.6455 5.3389 -0.87 1.20 0.51
C 11.7190 7.5069 5.9335 1.16 0.27 -0.56
C 10.3663 7.1130 5.7624 -2.08 1.39 1.78
N 9.2938 7.7048 6.2980 2.27 -3.92 -1.97
C 8.0080 7.0072 6.0678 0.89 0.66 -0.67
C 6.8804 7.9319 6.5182 0.18 -0.14 1.17
N 7.4909 9.2466 6.7709 -2.86 -0.29 -0.30
C 6.6835 10.2412 6.6661 -0.58 -1.14 -0.61
C 7.0218 11.5897 6.5724 1.46 1.26 0.67
C 6.0385 12.5236 6.2213 0.56 1.73 0.18
C 6.4087 13.8664 6.2025 -1.21 0.18 -0.63
C 7.7167 14.3038 6.4637 0.41 0.57 0.21
C 8.7486 13.4244 6.6428 0.06 -0.94 0.67
C 8.4046 12.0237 6.8154 0.95 -1.02 0.08
O 9.3362 11.1604 7.1836 -1.67 2.62 -0.45
H 13.8417 10.0655 6.8381 -0.16 -0.09 0.26
H 15.4451 8.6264 5.8317 -0.03 -0.40 0.11
H 14.8146 6.4101 4.9558 -0.03 -0.24 -0.35
H 12.3824 5.7199 4.8771 0.21 0.10 0.09
H 10.1308 6.2225 5.2090 0.34 -0.54 -0.49
H 8.0548 6.0473 6.5435 -0.34 -0.46 0.65
H 7.9515 6.7874 5.0079 -0.30 0.06 -0.37
H 6.4219 7.5779 7.4650 0.22 -0.01 -0.38
H 6.0865 8.0040 5.7786 -0.01 -0.02 -0.11
H 5.6329 9.9507 6.5307 -0.04 0.51 -0.20
H 5.0048 12.2537 5.9922 0.39 -0.15 0.08
H 5.6997 14.6370 5.8660 0.11 -0.49 0.43
H 7.9281 15.3870 6.5939 -0.26 -0.78 -0.57
H 9.7962 13.7802 6.7681 -0.96 -0.58 0.06
C 9.4582 5.6594 9.5710 -0.63 2.13 0.69
C 10.3413 6.5820 10.4799 -1.70 2.60 -0.76
C 11.7115 6.7404 9.9229 1.07 -1.30 -0.65
C 10.2808 6.2751 11.9581 0.87 0.39 0.49
Sb 9.6117 8.7584 9.9298 -0.93 -0.44 1.50
C 11.0971 10.3272 10.8281 -1.77 -1.39 -1.30
C 11.4183 9.9443 12.2283 1.68 0.09 1.79
C 12.3025 10.2670 9.8755 0.54 0.72 2.67
C 10.2714 11.6036 10.6606 -0.08 -0.05 0.01
C 7.5424 9.0719 11.1511 0.51 -0.34 -1.72
C 6.7063 7.7759 11.1873 1.75 -0.95 -0.46
C 7.7595 9.6491 12.5386 -0.13 1.07 0.05
C 6.8052 10.0813 10.2075 0.80 0.21 0.54
H 10.1284 4.9086 9.1533 -0.52 -0.34 -0.18
H 8.9275 6.3104 8.7854 1.07 -1.26 0.65
H 8.6338 5.3045 10.2122 0.41 -0.53 -0.44
H 12.1924 5.7314 9.9278 -0.01 0.43 -0.23
H 12.3533 7.3593 10.5426 0.00 0.30 -0.06
H 11.6952 7.1011 8.8647 0.19 -0.23 0.74
H 10.5735 5.2456 12.0516 0.29 -0.84 0.34
H 9.3063 6.3509 12.4130 -0.55 0.11 -0.14
H 10.9680 6.8634 12.6314 -0.48 -0.35 -1.02
H 12.2276 9.1904 12.2605 -0.28 0.24 -0.15
H 10.6733 9.5405 12.9010 -0.79 -0.08 -0.35
H 11.8172 10.7935 12.8421 -0.06 -0.19 -0.68
H 12.9870 9.4888 10.2313 0.09 0.24 -0.06
H 12.8029 11.2556 9.9533 0.03 -0.50 -0.33
H 12.0429 10.0229 8.8961 -0.44 0.14 -1.67
H 9.2066 11.4797 10.9168 0.52 0.14 0.25
H 10.2716 11.8712 9.6067 0.08 0.25 -0.15
H 10.6926 12.4245 11.2669 -0.09 -0.17 -0.22
H 7.0643 7.1607 12.0375 -0.67 0.27 -0.21
H 6.9228 7.1251 10.3005 -0.29 0.62 0.41
H 5.6306 7.9491 11.1877 -0.05 0.11 0.37
H 8.0354 8.9592 13.3270 -0.16 -0.65 -0.10
H 6.8436 10.1920 12.8737 0.45 -0.32 -0.11
H 8.5865 10.3647 12.5602 -0.29 0.21 -0.14
H 6.3860 9.6498 9.2572 0.88 0.38 0.87
H 7.4370 10.9996 10.0634 -0.68 -0.87 -0.45
H 5.9665 10.4157 10.7990 -0.69 0.27 0.12
```
Forces are in eV/Å.

Computed properties:
calculated total energy = -84354.6489 eV
charge = 0
gap between HOMO and LUMO (alpha / beta) = 7.4 / 7.2 eV
spin multiplicity = 3
relative energy (zero: lowest compared OMol25 entry of this formula, charge and spin) = 0.0 kcal/mol
HOMO level (alpha / beta) = -7.25 / -7.11 eV

Atomic partial charges in e from the Löwdin method, atoms 1 to 8: 0.441 -0.159 -0.324 -0.027 -0.089 -0.119 -0.049 -0.134

No. 2
Entry from OMol25: a 11-piece molecular cluster, C37H56F6N2O15P overall at a distorted geometry (ωB97M-V/def2-TZVPD).

Geometry as XYZ:
```
117
Properties=species:S:1:pos:R:3:forces:R:3
P -0.1377 0.1199 -0.2259 -0.72 1.21 -1.60
F 1.1699 0.1216 0.7003 0.46 0.23 0.47
F -1.0148 0.7623 0.9658 -0.07 0.53 -0.37
F 0.2600 1.6644 -0.7860 -0.20 -1.01 0.68
F -1.3854 0.1219 -1.2988 0.36 0.00 1.23
F 0.7471 -0.5178 -1.4038 0.40 -0.34 -0.13
F -0.5329 -1.3078 0.3538 -0.20 -1.12 -0.18
O -2.9918 -4.6432 1.5975 1.33 1.10 0.96
C -2.1631 -3.9857 2.2169 -2.63 -0.49 -1.05
O -0.8775 -4.2888 2.1731 0.93 -0.58 -0.17
C -0.0811 -3.4654 3.0090 -0.58 1.42 1.06
C -1.0764 -2.7716 3.9411 -1.23 0.78 0.10
C -2.4412 -2.8117 3.1459 1.01 -0.02 1.33
H 0.4137 -2.6787 2.4395 0.20 -0.49 -0.33
H 0.6045 -4.0205 3.6492 0.16 -0.38 -0.76
H -0.8139 -1.7381 4.1670 0.24 -0.03 -0.15
H -1.1096 -3.2718 4.9090 -0.35 -0.22 -0.11
H -2.7174 -1.8363 2.7453 0.71 -0.12 -1.03
H -3.3391 -2.9356 3.7514 0.21 -0.90 0.23
O -4.9079 3.3474 -3.8639 0.23 -0.12 1.98
C -4.4258 3.2786 -2.7388 0.44 0.49 -3.49
O -4.2114 2.1143 -2.1393 -0.92 -1.10 0.10
C -3.5942 2.2741 -0.8837 1.19 0.51 0.74
C -3.6483 3.7355 -0.5825 0.03 1.97 -0.13
C -3.7709 4.4016 -1.9876 -0.53 -0.34 1.42
H -2.5332 2.0367 -0.9606 -0.25 -0.63 -0.13
H -4.0612 1.7287 -0.0636 -0.13 -0.55 -0.52
H -2.7506 4.0558 -0.0537 -0.09 0.07 0.11
H -4.5183 4.0089 0.0146 -0.05 -0.03 0.07
H -2.7989 4.6633 -2.4057 -0.10 -0.23 -0.23
H -4.4239 5.2738 -2.0195 0.19 0.01 0.08
O 0.0764 6.0936 0.7972 0.45 -2.51 1.52
C 0.7076 5.1397 1.2550 -1.02 2.87 -1.59
O 0.1930 4.0460 1.9185 -0.63 3.83 -0.93
C 1.2044 3.1340 1.9752 1.69 -2.59 0.61
C 2.5709 3.8324 1.7806 0.11 -2.39 0.40
C 2.2216 5.0358 1.0279 -0.55 0.85 0.02
H 0.9705 2.4197 1.1857 0.60 -0.14 0.11
H 1.1822 2.6147 2.9333 -0.11 -0.04 0.04
H 3.1759 3.0836 1.2694 0.37 0.31 -0.06
H 3.0678 4.0796 2.7187 -0.19 -0.18 0.06
H 2.3991 5.0414 -0.0475 -0.05 -0.18 0.02
H 2.7566 5.8816 1.4598 -0.45 0.35 -0.28
O 4.0162 -2.1888 -4.3578 -0.64 3.34 1.70
C 3.6749 -1.0918 -3.8694 0.08 -3.74 -1.35
O 4.2299 -0.5837 -2.7274 0.13 -0.55 -1.18
C 3.6218 0.6699 -2.4405 -0.86 0.44 0.18
C 2.8989 1.0781 -3.6966 -0.61 1.70 -0.66
C 2.5342 -0.2034 -4.3780 0.53 -0.14 -0.22
H 4.3565 1.4048 -2.1116 0.08 -0.26 0.07
H 2.8461 0.4933 -1.6954 0.28 0.13 0.42
H 3.4896 1.6551 -4.4081 0.63 -0.02 0.24
H 2.0643 1.7542 -3.5106 -0.23 -0.27 0.31
H 2.5444 -0.0821 -5.4612 0.31 -0.33 0.04
H 1.5358 -0.5872 -4.1682 0.18 -0.27 0.54
O 6.5027 2.4608 2.1849 -1.15 -1.44 -0.42
C 5.7764 1.5195 1.8688 2.38 2.53 0.15
O 4.7391 1.1878 2.6012 -1.00 0.40 1.67
C 3.9798 0.0837 2.1253 0.80 -0.24 -1.24
C 4.7991 -0.3890 0.9351 1.39 -0.71 -1.23
C 5.9277 0.6541 0.6655 -1.58 -0.61 0.22
H 2.9871 0.4148 1.8204 0.06 -0.05 0.44
H 3.9924 -0.7439 2.8345 -0.41 0.55 0.39
H 4.2307 -0.5732 0.0235 -0.03 -0.18 0.28
H 5.3439 -1.2900 1.2170 -0.49 -0.37 -0.20
H 5.6858 1.2134 -0.2383 0.38 0.21 0.08
H 6.9314 0.2320 0.6146 -0.16 0.11 -0.10
O -2.1739 4.8988 6.1850 -0.06 0.06 0.23
C -2.2682 3.9666 5.4359 -1.31 0.58 1.17
O -1.2824 3.5630 4.6926 2.80 0.63 -0.20
C -1.6527 2.6409 3.7252 0.67 -0.58 -1.47
C -2.9045 2.0539 4.2089 -2.83 -1.13 0.03
C -3.4888 3.1029 5.1821 0.46 0.08 -0.05
H -0.8737 1.9049 3.5263 0.16 0.11 0.38
H -1.7905 3.1501 2.7713 -0.08 0.17 0.09
H -2.8561 1.0757 4.6875 0.59 0.12 0.34
H -3.5134 1.8239 3.3346 -0.43 0.27 0.06
H -3.8353 2.7136 6.1395 0.01 -0.12 -0.14
H -4.2499 3.8006 4.8328 -0.15 -0.32 -0.39
O -2.4913 -3.9883 -5.7641 1.02 0.27 3.68
C -2.0226 -4.0589 -4.5991 -0.72 -1.66 -4.79
O -1.0990 -3.2376 -4.1592 -0.44 2.11 -1.66
C -0.6702 -3.4523 -2.8513 -0.61 -1.28 0.17
C -1.1387 -4.9114 -2.6421 1.69 -0.77 2.27
C -2.1453 -5.2749 -3.6883 -0.13 1.77 -0.10
H -1.1510 -2.7223 -2.2002 0.40 0.05 0.13
H 0.4156 -3.4089 -2.9371 -0.06 0.37 0.74
H -1.4334 -5.1555 -1.6215 -0.47 0.46 0.08
H -0.2074 -5.4761 -2.6852 -0.09 -0.48 -0.60
H -3.1631 -5.1806 -3.3096 -0.10 -0.80 0.05
H -1.8867 -6.1702 -4.2537 -0.53 0.09 0.09
C 0.0896 4.0437 -2.9430 0.69 -2.02 0.52
O -0.3806 2.7360 -3.2638 -1.00 0.13 -1.30
H -0.3784 4.3665 -2.0131 -0.03 0.65 -0.16
H 1.1470 3.8482 -2.7645 0.44 1.00 0.22
H -0.0233 4.6914 -3.8124 -0.29 -0.01 0.28
H -0.2628 2.1036 -2.5512 0.14 0.32 0.40
N 2.7077 -2.6823 0.7451 0.89 -1.93 0.34
C 3.4414 -3.4152 -0.1928 -0.57 0.30 0.67
C 4.3878 -4.1977 0.4759 -0.74 1.47 -1.08
C 4.2472 -3.9035 1.8453 -1.04 0.11 0.48
C 3.1352 -3.0702 1.9987 1.12 0.15 -0.28
H 1.8691 -2.1472 0.5703 0.14 -0.03 -0.21
H 3.1242 -3.3043 -1.2192 0.47 -0.18 -0.09
H 5.1592 -4.7862 0.0015 -0.17 -0.04 0.05
H 4.8851 -4.3063 2.6181 -0.26 0.06 0.15
H 2.6990 -2.6545 2.8950 0.09 -0.03 -0.11
N -3.6198 -2.8151 -0.8021 -0.77 1.05 -2.19
C -3.9090 -1.9672 -1.9036 0.72 1.35 1.16
C -4.8415 -2.5208 -2.7248 -0.08 -0.46 0.74
C -5.1600 -3.7516 -2.1115 0.13 -1.24 -0.66
C -4.3762 -3.9183 -1.0077 -0.80 -0.90 1.11
H -3.0933 -2.6104 0.0352 -0.02 0.05 -0.46
H -3.5464 -0.9503 -1.9345 0.36 -0.17 0.05
H -5.3579 -2.1329 -3.5904 0.48 0.27 0.04
H -5.7434 -4.5396 -2.5644 -0.27 0.06 0.22
H -4.4211 -4.6997 -0.2635 0.25 -0.02 -0.20
```
Forces are in eV/Å.

Computed properties:
calculated total energy = -98572.0553 eV
charge = -1
gap between HOMO and LUMO = 7.9 eV
relative energy (zero: lowest compared OMol25 entry of this formula, charge and spin) = 24.2 kcal/mol
HOMO level = -6.13 eV

Atomic partial charges in e from the Löwdin method, atoms 1 to 8: 0.201 -0.155 -0.140 -0.191 -0.160 -0.142 -0.136 0.078

No. 3
Entry from OMol25: C19H23F4N4PtS as an isolated structure at a distorted geometry (ωB97M-V/def2-TZVPD).

Geometry as XYZ:
```
52
Properties=species:S:1:pos:R:3:forces:R:3
Pt -1.5371 -0.3273 0.4195 -0.36 -0.92 -0.97
C -3.5865 -2.8926 0.9610 0.01 -0.04 -0.20
C -2.1471 -3.1582 0.5490 -0.18 -0.32 -0.03
N -1.6356 -2.2319 -0.5003 0.19 1.06 1.00
C -2.4415 -2.2552 -1.7532 -0.19 0.03 -0.15
C -2.5446 -3.6278 -2.4035 0.08 -0.02 0.13
C -0.1862 -2.4255 -0.7401 0.23 -0.45 -0.18
C 0.3703 -1.2804 -1.5438 0.00 0.18 -0.43
N -0.3246 -0.0629 -1.1451 -0.07 0.17 -0.07
C 0.0747 1.1802 -1.5692 -0.25 -0.08 0.16
C -0.7028 2.3123 -1.2665 -0.08 -0.10 0.16
F -1.8432 2.1477 -0.5404 0.07 0.08 0.01
C -0.3627 3.5903 -1.6409 -0.03 0.12 0.02
F -1.1650 4.5960 -1.2813 -0.01 -0.04 0.00
C 0.7886 3.8453 -2.3538 0.09 0.20 -0.05
C 1.5646 2.7572 -2.6807 0.05 -0.08 -0.06
F 2.6950 2.9328 -3.3681 -0.03 -0.02 0.01
C 1.2266 1.4663 -2.3151 0.18 -0.10 -0.13
F 2.0567 0.4795 -2.7128 -0.05 0.05 0.09
H -3.7829 -3.3815 1.9143 0.01 -0.03 -0.03
H -4.2970 -3.2797 0.2303 0.01 0.00 0.02
H -3.7687 -1.8285 1.0885 -0.06 0.07 0.05
H -2.0590 -4.1850 0.1869 0.14 0.00 -0.06
H -1.4842 -3.0550 1.4043 0.08 0.05 0.00
H -1.9921 -1.5446 -2.4406 0.03 0.08 0.06
H -3.4342 -1.8829 -1.5112 -0.01 0.05 0.08
H -1.5677 -4.0396 -2.6576 -0.03 0.00 -0.03
H -3.1101 -3.5209 -3.3283 0.02 -0.01 0.01
H -3.0705 -4.3452 -1.7741 -0.02 0.00 -0.04
H 0.0252 -3.3674 -1.2520 -0.18 -0.10 0.06
H 0.2888 -2.4618 0.2379 -0.03 -0.02 0.06
H 0.2299 -1.4402 -2.6186 0.06 -0.12 0.01
H 1.4466 -1.2586 -1.3725 0.03 0.11 0.04
H 1.0706 4.8472 -2.6443 -0.03 -0.03 0.00
N 0.5736 -0.8101 2.5264 0.01 0.12 0.29
C -0.2308 0.2475 2.3039 0.57 -0.19 0.84
S -1.9498 0.1632 2.6562 -0.07 0.19 -0.47
N 0.3189 1.4292 2.0084 -0.10 0.22 0.02
C 1.6881 1.8461 2.0792 0.12 -0.06 -0.19
C 2.1061 2.7912 1.1503 -0.10 -0.03 -0.13
C 3.3956 3.2924 1.2063 0.01 -0.01 0.05
C 4.2734 2.8491 2.1863 0.00 0.01 -0.01
C 3.8528 1.9033 3.1094 0.01 0.00 -0.04
C 2.5600 1.4002 3.0665 -0.07 0.03 0.12
H 0.2180 -1.5482 3.1095 -0.02 -0.07 -0.08
H 1.5734 -0.7040 2.4562 0.01 -0.02 -0.04
H -0.3401 2.1446 1.7320 -0.03 0.04 0.12
H 1.4155 3.1343 0.3855 0.06 -0.02 0.04
H 3.7115 4.0320 0.4829 0.00 0.00 0.01
H 5.2767 3.2508 2.2406 -0.02 -0.04 -0.02
H 4.5270 1.5622 3.8837 -0.02 0.02 0.00
H 2.2354 0.7142 3.8388 -0.01 0.05 -0.01
```
Forces are in eV/Å.

Computed properties:
calculated total energy = -50981.4909 eV
charge = +1
gap between HOMO and LUMO (alpha / beta) = 5.9 / 5.9 eV
relative energy (zero: lowest compared OMol25 entry of this formula, charge and spin) = 29.0 kcal/mol
HOMO level (alpha / beta) = -10.55 / -10.55 eV

Atomic partial charges in e from the Löwdin method, atoms 1 to 8: 0.976 -0.080 -0.241 -0.279 -0.207 -0.049 -0.182 -0.212

No. 4
Entry from OMol25: H31O16 as an isolated structure at a distorted geometry (ωB97M-V/def2-TZVPD).

Geometry as XYZ:
```
47
Properties=species:S:1:pos:R:3:forces:R:3
O -1.8429 5.3731 2.9129 -0.06 0.06 0.06
H -2.0215 -4.3513 -1.1954 -0.11 0.20 -0.28
H -2.5812 2.3364 2.0044 -0.63 -0.76 0.40
O 0.8970 -5.6400 0.3897 -0.21 0.49 1.18
H -0.9017 5.2368 3.0518 0.03 -0.04 -0.07
H -1.9898 5.2728 1.9671 0.02 -0.11 0.01
O 2.3195 0.9908 -2.5125 0.26 0.00 -0.06
H 1.1336 -4.8046 0.8299 0.38 0.21 -0.85
H -3.8030 1.8834 0.9940 0.16 -0.48 0.75
O -3.0975 2.4884 1.2128 0.56 1.21 -1.10
H 0.2823 -0.5298 -2.1864 -1.74 0.39 -0.67
H 0.4955 -6.0283 1.1795 -0.20 -0.70 -0.44
O -1.7038 -4.9623 -1.8707 0.15 -0.16 0.61
H -1.7331 -0.5787 -4.0294 0.14 -0.28 -0.12
H 4.3619 -0.5619 -2.0271 -0.09 -0.04 0.40
O 0.6131 1.6105 2.4646 0.15 0.28 0.30
H 0.4902 1.5171 1.4915 -0.18 -0.07 -0.32
H -1.3253 -1.5813 1.2669 0.00 0.03 -0.39
O -1.6022 2.2984 -2.3448 0.29 0.56 0.19
H -1.1912 2.4084 -1.4748 -0.17 -0.14 0.05
H -0.8990 2.6460 -2.9059 -0.23 0.09 -0.34
O -1.7106 1.1009 4.1876 0.12 -0.02 -0.73
H -1.5609 0.2592 3.7369 -0.20 -0.16 0.33
H 1.8375 1.2086 -1.7065 0.16 0.11 0.07
O 0.0505 1.3728 -0.0865 -0.44 -0.73 0.42
H 0.2532 0.3553 -0.2942 0.29 0.19 -0.84
O -1.6993 -1.3253 -4.6510 -0.60 -0.02 -0.27
H -0.9394 -5.3376 -1.4102 0.09 -0.05 -0.26
H -0.7472 -1.4464 -4.6535 0.09 -0.07 0.00
O 1.6035 -3.2996 2.7067 1.25 0.19 0.07
H 1.5882 0.6198 -3.0674 0.04 -0.04 0.04
H 1.1188 -2.7359 2.0994 -0.63 -0.40 0.12
O 5.2961 -0.5313 -1.7670 -0.35 0.16 -0.60
H -0.2952 0.8788 -2.8255 -0.34 -0.46 -0.25
H 1.2966 -1.0310 -1.1530 0.98 -0.49 0.54
O 2.4797 3.7040 1.8922 -0.56 0.32 -0.26
H 1.1378 -4.0671 3.0310 -0.74 0.24 -0.23
H 1.5690 1.6430 2.5749 0.02 -0.34 0.26
O 0.3584 -0.9445 -1.0256 0.14 0.09 0.40
H 5.6170 0.0498 -2.4673 0.32 0.01 0.20
H 1.5918 3.3259 1.9945 0.10 -0.09 0.24
O -0.0508 0.0250 -3.2115 1.12 0.23 0.73
H -0.8980 1.2346 0.0545 -0.14 0.50 0.06
H -1.0796 1.6389 3.6833 0.22 0.15 0.37
O -1.7939 -2.3902 1.4907 0.10 -0.22 0.42
H 2.3143 4.3270 1.1739 0.43 0.01 -0.02
H -2.6732 -2.3172 1.1147 0.01 0.16 -0.14
```
Forces are in eV/Å.

Computed properties:
calculated total energy = -33265.2010 eV
charge = -1
gap between HOMO and LUMO = 8.6 eV
relative energy (zero: lowest compared OMol25 entry of this formula, charge and spin) = 60.6 kcal/mol
HOMO level = -6.56 eV

Atomic partial charges in e from the Löwdin method, atoms 1 to 8: -0.056 0.022 0.010 -0.055 0.026 0.030 -0.097 0.018